1.
The following is a quantum chemistry calculation of C4H6B2F11O2Tl as an isolated structure, from OMol25.

Element x y z (Å)
Tl  22.348  -12.944  -25.584
C  19.169  -14.743  -25.319
O  19.047  -13.391  -25.236
O  20.336  -14.982  -25.697
C  18.638  -15.466  -24.054
F  17.626  -16.208  -24.413
F  19.559  -16.205  -23.502
F  18.175  -14.543  -23.188
C  17.891  -12.851  -25.827
C  17.612  -11.510  -25.216
H  17.895  -11.391  -24.172
H  18.019  -10.650  -25.748
H  16.524  -11.335  -25.249
H  17.009  -13.498  -25.700
H  18.084  -12.774  -26.907
H  18.391  -15.037  -26.091
B  20.975  -9.912  -26.118
F  21.058  -10.865  -27.188
F  20.830  -10.710  -24.931
F  22.142  -9.149  -26.039
F  19.884  -9.039  -26.256
B  24.139  -11.605  -23.134
F  25.361  -11.069  -23.444
F  23.077  -10.935  -23.824
F  24.113  -12.953  -23.599
F  23.822  -11.623  -21.754

Atomic forces in eV per Å
Tl -0.3 1.5 1.4
C -0.6 1.4 0.6
O -0.4 0.6 0.2
O 2.8 -1.3 -1.8
C -0.7 1.1 1.5
F -1.1 -1.1 -0.3
F 0.4 -0.1 0.2
F 0.4 -0.5 -0.1
C -0.7 1.3 -0.2
C -0.8 1.2 -0.1
H 0.2 -0.4 0.0
H 0.4 -0.2 -0.1
H 0.2 -0.2 0.0
H 0.3 -0.5 0.1
H 0.0 0.1 0.1
H 0.4 -0.6 -0.3
B 0.4 1.6 0.4
F 0.1 -0.4 0.1
F -0.2 -0.6 -0.4
F -0.4 -0.8 -0.2
F 0.1 -1.0 -0.1
B -0.3 0.9 1.5
F -0.1 0.1 0.1
F 0.3 -0.7 -0.5
F -0.6 -1.1 -1.0
F 0.4 0.0 -1.0

Output
- HOMO energy: -11.71 eV
- Total energy: -1627.38683 hartree
- Energy relative to the best compared isomer or geometry (same formula, charge and spin): 0.0 kcal per mole

***

2.
The following is a quantum chemistry calculation of C4H6B2F8LiO3 as an isolated structure, from OMol25.

Element x y z (Å)
Li  11.767  12.326  14.960
B  14.053  12.164  13.999
F  15.304  12.354  14.382
F  13.378  13.363  13.994
F  14.031  11.792  12.690
F  13.398  11.164  14.731
B  9.607  11.432  14.896
F  10.751  10.708  14.867
F  9.224  11.651  13.647
F  8.674  10.838  15.635
F  9.818  12.660  15.444
C  11.325  13.156  21.023
C  12.205  12.376  20.119
C  11.648  11.045  19.548
O  11.280  11.404  18.252
C  11.897  12.607  17.906
O  12.005  13.136  16.848
O  12.472  13.128  18.979
H  10.565  13.693  20.456
H  11.874  13.991  21.460
H  10.931  12.553  21.841
H  13.103  12.124  20.684
H  10.831  10.694  20.179
H  12.408  10.279  19.389

Atomic forces in eV per Å
Li 0.2 0.0 0.4
B -0.2 -1.1 0.6
F 2.1 0.2 0.8
F -1.5 1.0 0.5
F 0.0 -0.6 -2.3
F -0.4 0.7 0.4
B -1.2 -1.5 0.9
F 2.3 -0.7 0.2
F -1.1 0.7 -3.3
F -1.7 -1.4 1.2
F 1.3 2.8 0.8
C -0.5 1.1 0.4
C 0.3 -1.9 1.3
C 0.8 0.5 0.8
O -0.4 2.2 -2.6
C -0.2 -2.0 2.4
O -0.4 -0.2 -1.6
O 0.7 0.8 -0.8
H -0.5 -0.5 0.0
H 0.3 -0.2 0.2
H -0.2 0.0 -0.2
H 0.4 0.3 -0.4
H -0.2 -0.1 -0.5
H 0.1 -0.1 0.7

Output
- HOMO energy (spin up / spin down): -12.22 / -11.67 eV
- Total energy: -1238.23878 hartree
- Multiplicity: 2

***

3.
The following is a quantum chemistry calculation of C4H6Br2N2O2 as an isolated structure, from OMol25.

Element x y z (Å)
C  1.109  -0.580  1.716
C  0.522  -0.739  0.354
C  1.927  -0.048  0.563
C  -0.863  0.370  -1.492
N  -0.705  0.090  -0.036
N  -1.744  0.366  0.787
O  -1.618  0.080  1.931
O  -2.693  0.888  0.297
Br  3.445  -0.899  -0.027
Br  1.981  1.928  0.292
H  0.729  0.049  2.444
H  1.291  -1.454  2.252
H  0.436  -1.705  -0.248
H  0.011  1.009  -1.812
H  -0.760  -0.600  -2.066
H  -1.910  0.813  -1.713

Atomic forces in eV per Å
C 0.5 -0.2 -1.6
C -2.0 1.2 -1.1
C -2.6 0.7 0.3
C -0.3 -0.2 -0.4
N 2.4 -0.6 -1.6
N 1.4 -0.5 -1.0
O 0.2 -0.7 2.7
O -1.9 1.1 -0.8
Br 0.9 -0.7 -0.4
Br -0.1 -1.3 0.4
H -1.1 1.9 0.6
H 1.2 -1.7 0.3
H 0.7 1.2 1.3
H -1.2 -0.4 0.3
H -0.2 0.9 0.7
H 2.2 -0.6 0.5

Output
- HOMO energy: -9.87 eV
- Total energy: -5563.85026 hartree
- Energy relative to the best compared isomer or geometry (same formula, charge and spin): 131.5 kcal per mole

***

4.
The following is a quantum chemistry calculation of C4H6Br2O2S as an isolated structure, from OMol25.

Element x y z (Å)
C  0.668  -0.674  0.105
C  2.159  -2.469  0.750
C  -0.999  2.545  -0.932
C  -1.832  0.270  -0.030
O  1.236  0.173  -0.517
O  0.797  -1.799  0.651
S  -1.806  1.130  -1.533
Br  -2.300  1.272  1.567
Br  -2.925  -1.303  -0.144
H  2.864  -1.915  0.232
H  2.064  -3.396  0.266
H  2.407  -2.344  1.864
H  -1.641  3.447  -0.770
H  -0.162  2.809  -1.583
H  -0.532  2.253  0.073

Atomic forces in eV per Å
C -2.1 3.0 -1.3
C -1.1 1.7 2.8
C 1.7 1.7 1.8
C -0.1 -0.9 0.5
O 0.6 -1.5 0.7
O 1.2 -1.4 0.4
S -0.6 -0.8 -0.2
Br 0.0 -0.3 0.0
Br 0.2 0.0 -0.1
H 1.2 1.4 -1.2
H -0.3 -1.5 0.2
H -0.4 -1.1 -1.8
H 0.3 -0.9 -0.2
H -0.2 0.0 0.0
H -0.5 0.7 -1.6

Output
- HOMO energy (spin up / spin down): -7.62 / -7.75 eV
- Total energy: -5852.55874 hartree
- Energy relative to the best compared isomer or geometry (same formula, charge and spin): 78.4 kcal per mole

***

5.
The following is a quantum chemistry calculation of C4H6Br2S as an isolated structure, from OMol25.

Element x y z (Å)
C  0.909  1.635  -1.391
C  -0.003  1.497  -0.455
C  0.941  0.884  2.026
C  -1.224  -1.917  -0.322
S  -0.403  1.520  1.174
Br  -2.967  -1.636  0.564
Br  -1.407  -2.579  -2.114
H  0.964  1.070  -2.276
H  1.784  2.284  -1.078
H  1.829  0.850  1.410
H  0.898  -0.014  2.639
H  -0.748  -2.652  0.274
H  -0.572  -0.944  -0.450

Atomic forces in eV per Å
C 1.0 1.5 2.6
C -0.2 -0.7 0.5
C -0.2 -0.2 -1.2
C 0.4 2.4 -0.6
S 0.9 -0.3 -0.3
Br 0.9 0.2 -0.4
Br -0.1 -0.1 -0.1
H -0.2 -0.3 -1.1
H -0.8 -0.7 -0.8
H 0.2 0.3 0.0
H -0.7 0.4 0.3
H 0.5 -0.6 0.4
H -1.7 -1.8 0.7

Output
- HOMO energy (spin up / spin down): -8.19 / -8.54 eV
- Total energy: -5702.05083 hartree
- Energy relative to the best compared isomer or geometry (same formula, charge and spin): 116.7 kcal per mole

***

6.
The following is a quantum chemistry calculation of C4H6Br3O2Si as an isolated structure, from OMol25.

Element x y z (Å)
C  -0.450  1.555  -0.086
C  2.495  -0.433  0.109
C  1.068  -0.521  -0.434
C  0.052  0.234  0.386
O  -1.794  1.560  -0.094
O  0.194  2.503  -0.459
Si  -2.397  -0.058  0.087
Br  -3.898  0.430  1.685
Br  -3.482  -0.122  -1.877
Br  -2.389  -2.411  0.432
H  2.557  -0.914  1.083
H  3.184  -0.933  -0.572
H  2.799  0.607  0.206
H  0.777  -1.578  -0.460
H  1.042  -0.146  -1.462
H  0.243  0.228  1.457

Atomic forces in eV per Å
C 0.1 -0.4 0.0
C -0.1 0.1 -0.3
C 0.0 0.1 0.1
C -2.6 -0.9 -0.3
O -0.6 0.6 -0.1
O 0.2 0.4 -0.2
Si 3.0 0.1 0.5
Br -0.1 0.0 0.2
Br 0.0 0.0 -0.2
Br 0.0 0.1 0.0
H 0.1 0.0 0.1
H 0.2 -0.1 0.0
H 0.1 0.1 0.1
H 0.0 0.1 -0.1
H 0.0 -0.1 0.0
H -0.1 0.0 0.1

Output
- HOMO energy (spin up / spin down): -4.27 / -4.27 eV
- Total energy: -8318.26593 hartree
- Charge: -1

***

7.
The following is a quantum chemistry calculation of C4H6Br4 as an isolated structure, from OMol25.

Element x y z (Å)
C  1.437  -1.018  0.383
C  -1.958  1.164  -0.884
C  -1.212  0.237  0.053
C  0.751  0.101  -0.372
Br  -3.859  1.196  -0.215
Br  -1.820  -1.616  -0.260
Br  1.297  2.015  0.071
Br  0.787  -0.036  -2.371
H  0.933  -1.902  0.254
H  2.314  -1.100  -0.167
H  1.535  -0.587  1.469
H  -1.689  2.147  -0.793
H  -2.240  0.926  -1.948
H  -1.389  0.337  1.158

Atomic forces in eV per Å
C -0.3 4.5 1.7
C -2.3 -2.1 -0.1
C 2.6 -1.9 -1.0
C -4.3 2.0 -0.1
Br 0.3 0.2 0.1
Br 0.1 0.3 0.0
Br 0.0 -1.6 -0.1
Br 0.1 -0.2 1.4
H -1.6 -2.0 0.2
H 2.3 -0.3 -0.2
H 0.1 -1.4 -2.0
H 1.0 2.4 0.2
H 1.4 -0.4 1.2
H 0.5 0.6 -1.3

Output
- HOMO energy: -9.76 eV
- Total energy: -10451.98955 hartree
- Energy relative to the best compared isomer or geometry (same formula, charge and spin): 57.4 kcal per mole

***

8.
The following is a quantum chemistry calculation of an isolated ion of composition C4H6BrClN3 and charge +1, from OMol25.

Element x y z (Å)
C  0.256  -2.051  0.070
C  0.331  1.067  -0.117
C  -0.928  -1.236  0.372
C  -0.904  0.202  -0.119
N  1.437  -1.706  -0.236
N  1.435  0.422  0.081
N  0.400  2.379  -0.435
Cl  -0.169  -3.740  -0.201
Br  3.211  0.938  0.007
H  -1.904  -1.681  0.161
H  -1.069  -1.228  1.455
H  -1.698  0.712  0.533
H  -1.341  0.142  -1.135
H  -0.374  3.028  -0.249
H  1.315  2.750  -0.188

Atomic forces in eV per Å
C 1.7 -1.2 -2.1
C 0.0 0.1 -1.5
C 0.0 0.9 2.2
C -2.5 1.2 0.0
N -2.2 -1.8 0.9
N 2.4 1.1 1.5
N -0.5 -0.1 1.4
Cl 0.2 -0.1 0.2
Br -1.7 -0.2 -0.3
H 0.5 -0.2 -1.0
H 0.6 0.1 0.4
H 1.1 -0.2 -1.1
H 0.5 0.7 0.2
H 0.2 -0.6 -0.2
H -0.2 0.4 -0.5

Output
- HOMO energy (spin up / spin down): -13.17 / -14.11 eV
- Total energy: -3354.03919 hartree
- Multiplicity: 3
- Charge: +1
- Energy relative to the best compared isomer or geometry (same formula, charge and spin): 6.7 kcal per mole

***

9.
The following is a quantum chemistry calculation of a 2-piece molecular cluster, C4H6BrClO overall, from OMol25.

Element x y z (Å)
C  -0.201  0.378  -1.728
C  0.457  1.018  -0.805
Cl  1.805  2.177  -1.087
C  0.157  0.995  0.657
C  -1.204  0.333  0.980
O  0.901  1.343  1.517
H  -0.926  -0.156  -1.285
H  0.041  0.480  -2.756
H  -1.425  0.528  2.070
H  -0.934  -0.763  0.856
H  -1.971  0.699  0.307
Br  4.489  -0.015  0.447
H  3.456  0.411  1.507

Atomic forces in eV per Å
C 2.1 1.6 -0.6
C 2.5 2.6 0.8
Cl -0.8 -0.9 -0.4
C -2.0 -1.3 -0.2
C 1.5 -0.4 1.3
O 0.8 0.5 0.5
H -2.8 -2.3 0.3
H -0.1 -0.3 -0.7
H 0.1 -0.2 -1.3
H -1.0 1.1 0.1
H -0.2 -0.3 0.1
Br -1.5 0.6 1.6
H 1.5 -0.6 -1.6

Output
- HOMO energy: -10.21 eV
- Total energy: -3265.41025 hartree
- Structure (SMILES): C=C(Cl)C(C)=O.Br
- Energy relative to the best compared isomer or geometry (same formula, charge and spin): 9.0 kcal per mole

***

10.
The following is a quantum chemistry calculation of an isolated molecule of C4H6BrIO2, from OMol25.

Element x y z (Å)
C  -0.862  -1.304  -0.212
C  -0.357  0.016  0.253
O  -0.991  0.536  1.345
C  -0.002  1.012  -0.948
Br  0.684  2.826  -0.281
C  1.348  -0.358  0.878
O  1.623  -0.156  1.987
I  2.621  -1.360  -0.463
H  -0.214  -1.924  0.296
H  -1.867  -1.534  0.189
H  -0.743  -1.435  -1.296
H  -1.091  1.481  1.274
H  -0.998  1.423  -1.450
H  0.849  0.777  -1.573

Atomic forces in eV per Å
C -1.4 0.6 -0.5
C 4.0 1.8 -0.7
O -0.5 -0.8 -0.4
C -2.8 2.0 1.3
Br -0.3 -0.9 0.1
C -3.3 0.9 -0.5
O 0.4 0.2 0.9
I 0.8 -0.5 -0.8
H 1.1 -2.3 0.6
H 0.3 0.4 -0.6
H -0.3 -0.1 0.4
H 0.3 0.8 0.0
H 2.3 -1.4 0.6
H -0.5 -0.7 -0.3

Output
- HOMO energy: -9.12 eV
- Total energy: -3178.14984 hartree
- Structure (SMILES): C[C@](O)(CBr)C(=O)I
- Energy relative to the best compared isomer or geometry (same formula, charge and spin): 0.0 kcal per mole

***

11.
The following is a quantum chemistry calculation of a 2-piece molecular cluster, C4H6BrNO2S overall, from OMol25.

Element x y z (Å)
C  2.547  -0.853  -1.020
C  1.417  -0.108  -0.816
C  -0.317  1.565  0.528
C  -2.051  -0.004  0.840
N  -1.159  -1.017  0.551
O  -0.304  -1.300  1.363
O  -1.262  -1.623  -0.491
S  1.124  0.600  0.799
Br  -3.287  0.473  -0.473
H  2.977  -1.337  -1.875
H  3.296  -0.809  -0.377
H  0.704  0.075  -1.654
H  -0.812  2.309  1.282
H  -0.628  1.795  -0.462
H  -2.244  0.235  1.805

Atomic forces in eV per Å
C -3.6 1.9 -1.6
C 1.5 -1.1 -1.5
C -0.8 -0.9 2.2
C 2.1 1.6 -2.9
N -2.0 -1.0 0.3
O 0.8 -0.1 1.9
O 0.1 -0.5 -2.2
S -1.1 2.0 -0.9
Br -0.3 -0.1 0.1
H -1.1 -0.1 -1.1
H 2.8 0.0 3.8
H 0.3 -0.3 1.2
H 1.7 -1.6 -1.1
H 0.0 -0.2 -0.8
H -0.5 0.4 2.7

Output
- HOMO energy (spin up / spin down): -8.31 / -8.31 eV
- Total energy: -3333.19710 hartree
- Energy relative to the best compared isomer or geometry (same formula, charge and spin): 115.7 kcal per mole

***

12.
The following is a quantum chemistry calculation of a 2-piece molecular cluster, C4H6BrNS overall, from OMol25.

Element x y z (Å)
C  2.275  -0.419  -0.287
C  1.299  -2.471  0.631
C  -1.459  0.738  -0.366
C  -1.507  2.175  0.001
N  1.927  -1.514  0.073
S  -0.457  0.196  -1.486
Br  -2.487  -0.610  0.728
H  3.168  -0.073  -0.748
H  0.784  -3.036  -0.140
H  0.974  -2.546  1.604
H  -2.524  2.468  0.473
H  -1.410  2.776  -1.000
H  -0.581  2.317  0.519

Atomic forces in eV per Å
C -0.8 0.0 -0.6
C -0.2 -0.6 -3.6
C 0.3 -1.4 -0.5
C -2.6 1.1 -1.8
N 0.2 1.2 1.5
S -0.4 -0.2 0.1
Br 0.5 1.2 -0.5
H 1.0 -0.1 0.1
H -0.2 -0.5 0.4
H 0.1 0.1 2.2
H 2.1 -0.3 -0.2
H -0.2 -1.1 1.9
H 0.1 0.7 1.0

Output
- HOMO energy: -7.83 eV
- Total energy: -3182.81421 hartree
- Energy relative to the best compared isomer or geometry (same formula, charge and spin): 97.9 kcal per mole

***

total energy of number 1 (C4H6B2F11O2Tl)? -1627.38683 hartree

***

What did the third record say?
The following is a quantum chemistry calculation of C4H6Br2N2O2 as an isolated structure, from OMol25.

Element x y z (Å)
C  1.109  -0.580  1.716
C  0.522  -0.739  0.354
C  1.927  -0.048  0.563
C  -0.863  0.370  -1.492
N  -0.705  0.090  -0.036
N  -1.744  0.366  0.787
O  -1.618  0.080  1.931
O  -2.693  0.888  0.297
Br  3.445  -0.899  -0.027
Br  1.981  1.928  0.292
H  0.729  0.049  2.444
H  1.291  -1.454  2.252
H  0.436  -1.705  -0.248
H  0.011  1.009  -1.812
H  -0.760  -0.600  -2.066
H  -1.910  0.813  -1.713

Atomic forces in eV per Å
C 0.5 -0.2 -1.6
C -2.0 1.2 -1.1
C -2.6 0.7 0.3
C -0.3 -0.2 -0.4
N 2.4 -0.6 -1.6
N 1.4 -0.5 -1.0
O 0.2 -0.7 2.7
O -1.9 1.1 -0.8
Br 0.9 -0.7 -0.4
Br -0.1 -1.3 0.4
H -1.1 1.9 0.6
H 1.2 -1.7 0.3
H 0.7 1.2 1.3
H -1.2 -0.4 0.3
H -0.2 0.9 0.7
H 2.2 -0.6 0.5

Output
- HOMO energy: -9.87 eV
- Total energy: -5563.85026 hartree
- Energy relative to the best compared isomer or geometry (same formula, charge and spin): 131.5 kcal per mole

***

Repeat the eighth record exactly.
The following is a quantum chemistry calculation of an isolated ion of composition C4H6BrClN3 and charge +1, from OMol25.

Element x y z (Å)
C  0.256  -2.051  0.070
C  0.331  1.067  -0.117
C  -0.928  -1.236  0.372
C  -0.904  0.202  -0.119
N  1.437  -1.706  -0.236
N  1.435  0.422  0.081
N  0.400  2.379  -0.435
Cl  -0.169  -3.740  -0.201
Br  3.211  0.938  0.007
H  -1.904  -1.681  0.161
H  -1.069  -1.228  1.455
H  -1.698  0.712  0.533
H  -1.341  0.142  -1.135
H  -0.374  3.028  -0.249
H  1.315  2.750  -0.188

Atomic forces in eV per Å
C 1.7 -1.2 -2.1
C 0.0 0.1 -1.5
C 0.0 0.9 2.2
C -2.5 1.2 0.0
N -2.2 -1.8 0.9
N 2.4 1.1 1.5
N -0.5 -0.1 1.4
Cl 0.2 -0.1 0.2
Br -1.7 -0.2 -0.3
H 0.5 -0.2 -1.0
H 0.6 0.1 0.4
H 1.1 -0.2 -1.1
H 0.5 0.7 0.2
H 0.2 -0.6 -0.2
H -0.2 0.4 -0.5

Output
- HOMO energy (spin up / spin down): -13.17 / -14.11 eV
- Total energy: -3354.03919 hartree
- Multiplicity: 3
- Charge: +1
- Energy relative to the best compared isomer or geometry (same formula, charge and spin): 6.7 kcal per mole

***

The lowest total energy belongs to which entry? C4H6Br4